{
  "formula": "C34H51HgN6OP",
  "method": "wB97M-V/def2-TZVPD",
  "gap_ev": 3.4,
  "homo_ha": 0.0325,
  "spin_multiplicity": 1,
  "charge": -2,
  "symbols": ["Hg", "P", "O", "N", "N", "N", "N", "N", "N", "C", "C", "C", "C", "C", "C", "C", "C", "C", "C", "C", "C", "C", "C", "C", "C", "C", "C", "C", "C", "C", "C", "C", "C", "C", "C", "C", "C", "C", "C", "C", "C", "C", "C", "H", "H", "H", "H", "H", "H", "H", "H", "H", "H", "H", "H", "H", "H", "H", "H", "H", "H", "H", "H", "H", "H", "H", "H", "H", "H", "H", "H", "H", "H", "H", "H", "H", "H", "H", "H", "H", "H", "H", "H", "H", "H", "H", "H", "H", "H", "H", "H", "H", "H", "H"],
  "positions_angstrom": [[0.0670, -0.1972, -1.4659], [4.8330, 1.5053, 1.0102], [3.4049, 1.1914, 0.7426], [5.6751, 1.2327, -0.3933], [-1.0032, 2.4761, -1.0486], [2.4955, 3.5633, -1.0829], [5.6266, 0.6123, 2.2145], [4.9393, 3.0660, 1.5930], [-2.8414, 1.3197, -1.1911], [5.1122, 0.7168, 3.5866], [-4.7884, 1.6213, 0.9522], [6.2422, -0.6841, 1.9199], [-1.4883, 1.2247, -1.3689], [-3.8017, -0.8765, -1.7811], [-3.1881, 2.6826, -1.1438], [-6.8577, -2.7019, -0.4200], [0.7627, -0.5511, 2.3912], [0.1747, -2.3267, 1.0498], [-1.5601, 0.2760, 3.0940], [-1.0154, -1.7820, 1.6098], [0.3235, 2.7838, -0.7208], [3.7196, 3.8391, 1.8039], [5.0946, 0.3558, -1.4076], [-2.0750, 3.3877, -0.9618], [3.6229, 3.3206, -3.1874], [7.0908, 1.5187, -0.5841], [-3.7933, 0.2750, -0.9804], [-2.3874, -2.2903, 1.4096], [-5.7639, -1.6952, -0.5735], [-5.7502, -0.5373, 0.1983], [6.0910, 3.5586, 2.3432], [1.2739, -1.5805, 1.5421], [-2.8744, -1.0886, -2.9355], [0.2769, -3.4729, 0.1230], [1.3451, 3.0822, -1.6407], [-4.7643, 0.4443, 0.0296], [-0.6506, -0.6589, 2.4040], [3.5649, 3.6917, -1.8371], [1.2735, 2.8566, -3.0498], [2.6930, -1.7997, 1.2153], [1.5723, 0.4727, 3.0661], [2.4397, 2.9120, -3.8043], [-4.7625, -1.8697, -1.5306], [5.8610, 3.6352, 3.4174], [-1.9633, -1.6397, -2.6496], [-2.4666, -2.8534, 0.4728], [5.3257, -0.7027, -1.1890], [-3.8118, 1.8360, 1.4164], [2.3445, 0.0127, 3.7003], [7.3309, -0.5880, 1.7976], [4.0144, 4.8700, 2.0493], [-7.6481, -2.5526, -1.1654], [5.8212, -1.1599, 1.0189], [0.9818, -3.2614, -0.6932], [4.3266, 1.4816, 3.6730], [7.4874, 2.1678, 0.2061], [-1.9260, 4.4406, -0.8082], [6.0705, -1.3477, 2.7781], [-7.3192, -2.6247, 0.5668], [6.9642, 2.9095, 2.2170], [-6.4766, -3.7169, -0.5538], [4.7036, -0.2536, 3.9125], [2.4236, 2.6587, -4.8662], [0.2972, 2.6300, -3.4763], [0.6429, -4.3683, 0.6500], [4.4511, 4.1327, -1.3656], [7.6738, 0.5822, -0.6083], [3.0897, 3.8418, 0.8988], [4.0034, 0.4731, -1.4354], [-4.2071, 3.0109, -1.1391], [7.2215, 2.0423, -1.5441], [-2.6928, -2.9620, 2.2289], [6.3491, 4.5626, 1.9739], [3.1798, -2.4809, 1.9384], [-0.6993, -3.7189, -0.3117], [3.1302, 3.4283, 2.6478], [-5.1644, 2.5320, 0.4628], [2.0852, 1.0949, 2.3123], [5.5111, 0.6276, -2.3887], [-4.7491, -2.7737, -2.1389], [2.8284, -2.2506, 0.2199], [-3.1067, -1.4635, 1.3826], [-1.2613, 1.3205, 2.9113], [-2.5999, 0.1368, 2.7706], [-1.5293, 0.1233, 4.1830], [-6.5175, -0.3823, 0.9560], [5.9288, 0.9796, 4.2766], [0.9600, 1.1104, 3.7150], [-2.5787, -0.1574, -3.4326], [3.2126, -0.8307, 1.2337], [4.5689, 3.4044, -3.7156], [-5.4962, 1.4095, 1.7657], [0.5192, 2.8991, 0.3466], [-3.3913, -1.7223, -3.6745]],
  "lowdin_charge": [0.590, 0.541, -0.294, -0.303, -0.117, 0.048, -0.290, -0.297, -0.016, -0.124, -0.061, -0.114, -0.286, -0.192, -0.101, -0.070, -0.258, -0.338, -0.102, -0.285, -0.177, -0.116, -0.105, -0.042, -0.166, -0.124, -0.112, -0.091, -0.287, -0.026, -0.149, -0.291, -0.094, -0.136, -0.341, -0.199, -0.278, -0.218, -0.088, -0.096, -0.089, -0.139, -0.015, 0.073, 0.020, 0.050, 0.073, 0.090, 0.053, 0.064, 0.073, 0.074, 0.073, 0.026, 0.073, 0.060, 0.108, 0.074, 0.069, 0.057, 0.074, 0.076, 0.084, 0.080, 0.055, 0.089, 0.073, 0.045, 0.076, 0.094, 0.076, 0.061, 0.073, 0.060, 0.044, 0.079, 0.063, 0.040, 0.076, 0.116, 0.060, 0.044, 0.061, 0.044, 0.056, 0.108, 0.070, 0.058, 0.071, 0.028, 0.060, 0.074, 0.095, 0.071]
}

***

{
  "formula": "C37H58IN4O11PS",
  "method": "wB97M-V/def2-TZVPD",
  "gap_ev": 7.5,
  "homo_ha": -0.3085,
  "spin_multiplicity": 1,
  "smiles": "COCCCCCCC[C@](CCCCOC(C)=O)(OC)[C@](CCCI)(O[C@@H](N)[PH2]=S)N(C(C)=O)C(C)=O.O=[N+]([O-])c1ccccc1.O=[N+]([O-])c1ccccc1",
  "symbols": ["I", "S", "P", "O", "O", "O", "O", "O", "O", "O", "O", "O", "O", "O", "N", "N", "N", "N", "C", "C", "C", "C", "C", "C", "C", "C", "C", "C", "C", "C", "C", "C", "C", "C", "C", "C", "C", "C", "C", "C", "C", "C", "C", "C", "C", "C", "C", "C", "C", "C", "C", "C", "C", "C", "C", "H", "H", "H", "H", "H", "H", "H", "H", "H", "H", "H", "H", "H", "H", "H", "H", "H", "H", "H", "H", "H", "H", "H", "H", "H", "H", "H", "H", "H", "H", "H", "H", "H", "H", "H", "H", "H", "H", "H", "H", "H", "H", "H", "H", "H", "H", "H", "H", "H", "H", "H", "H", "H", "H", "H", "H", "H", "H"],
  "positions_angstrom": [[-5.5853, -0.9136, 3.9988], [-4.3123, -4.2287, -0.3507], [-2.7349, -3.2040, 0.1416], [-1.8615, -0.6928, 0.3184], [0.3798, -5.2595, 1.6611], [-3.4729, 1.6718, -1.0213], [0.0573, -7.4463, 1.8902], [1.9418, -1.5890, -9.2078], [1.9214, -1.7225, 7.2130], [-2.6731, 3.0674, 1.6527], [0.5941, 0.0683, -0.4172], [1.9656, 1.7697, -4.0489], [2.5599, -0.1527, -7.7330], [1.6492, -0.6993, 5.3426], [1.3942, -0.8858, 6.5166], [-1.5242, 1.6083, 0.2132], [1.7525, -0.6149, -8.5137], [-4.2506, -1.0041, 0.2051], [-1.1362, 4.0334, 0.1390], [-1.7273, 0.1925, -9.5674], [-0.9623, 0.5796, 9.0022], [0.0356, -2.3178, 1.9321], [-3.1341, 0.6383, 3.0170], [0.3514, -0.0371, 7.1181], [-1.0137, 1.8107, -7.9323], [0.0367, -0.2075, 8.4521], [-0.2917, 0.8917, 6.3199], [0.2873, 0.1538, 0.9752], [2.9381, 2.8056, -4.0117], [-1.9815, 1.3212, -8.7995], [1.8768, -6.8039, 0.5094], [2.6713, 2.5934, -0.9524], [-1.2767, 0.3903, 1.0584], [0.8210, -3.2683, 2.8728], [0.9489, -1.1669, -0.9914], [0.7131, -6.5550, 1.4236], [-1.6644, 0.5380, 2.5340], [-3.4948, -0.4753, 4.0115], [-2.9918, -1.4402, 0.7430], [0.4466, 0.0594, -8.6111], [-1.2903, 1.6709, 6.8798], [-1.6265, 1.5137, 8.2186], [2.5600, 1.3348, 1.2382], [-1.5577, 0.9030, -2.1959], [1.4547, -4.3962, 2.0916], [3.0553, 3.8604, -1.6933], [2.4383, 3.9165, -3.0936], [0.7963, -1.0002, 1.8400], [2.5048, 0.5416, -4.4811], [1.0291, 1.4242, 1.4308], [-2.2987, 1.3873, -0.9953], [-1.8662, 2.8839, 0.7763], [3.0817, 2.5815, 0.5129], [0.2143, 1.1777, -7.8318], [-0.5030, -0.4491, -9.4765], [1.5870, 2.4754, -1.0296], [-0.9638, -2.1984, 2.3394], [-2.9378, 1.8207, -8.8767], [1.9720, -4.0047, 1.2098], [3.0908, 1.7031, -1.4306], [-1.8069, 2.4003, 6.2710], [-1.4110, -0.1724, -2.1002], [-0.2905, -1.3275, -10.0666], [1.7312, -0.2224, -4.4015], [4.1658, 2.6700, 0.6094], [3.0741, 1.2109, 2.1894], [1.6055, -2.6915, 3.3647], [-1.8435, -3.0257, -0.9282], [2.6119, 4.8898, -3.5488], [-0.7294, 3.7744, -0.8360], [-3.8490, 0.7189, 2.2083], [0.0129, -2.7975, 0.9572], [-1.8071, 4.8840, 0.0572], [-2.4832, -0.1895, -10.2391], [0.1396, -1.8955, -0.9187], [2.4311, -5.9122, 0.2346], [2.6611, 3.4591, 1.0188], [2.5528, -7.4995, 1.0052], [-2.0229, -3.8423, 1.1597], [-1.1598, 1.4418, 2.8673], [-4.3293, 0.0047, 0.2787], [0.8293, 1.6090, 2.4848], [1.3652, 3.7495, -2.9748], [1.8215, -1.2568, 1.5692], [2.8126, 0.5834, -5.5247], [0.9731, 1.5455, -7.1574], [-0.5583, 1.3316, -2.2435], [0.6967, 2.2512, 0.8153], [-2.4096, 2.1211, 8.6517], [1.1154, -0.9698, -2.0509], [3.8705, 2.3948, -3.6059], [-1.2245, 0.4601, 10.0439], [2.6845, 4.7265, -1.1374], [-2.9524, -1.4019, 3.8472], [0.5582, -0.9411, 9.0479], [2.1675, -4.9623, 2.6917], [1.8772, -1.5741, -0.5849], [-2.1249, 1.1330, -3.0920], [1.5153, -7.2967, -0.3911], [3.3493, 0.2255, -3.8589], [-0.0181, 1.0024, 5.2812], [-3.2473, 1.5710, 3.5614], [2.7865, 0.4809, 0.5971], [-1.2138, 2.6873, -7.3322], [-4.3020, -1.2023, -0.7898], [3.1281, 3.1749, -5.0240], [-0.3078, 4.3122, 0.7911], [-3.1049, -1.5231, 1.8212], [0.1684, -3.7130, 3.6217], [4.1399, 3.9716, -1.7707], [0.8687, -0.6112, 2.8514], [-3.3074, -0.1488, 5.0297], [-1.2035, -0.2626, 3.1130]],
  "lowdin_charge": [0.785, 0.120, 0.417, -0.100, -0.031, 0.124, 0.130, 0.087, 0.094, 0.126, -0.141, -0.208, 0.059, 0.058, -0.346, 0.085, -0.347, 0.046, 0.022, -0.064, -0.059, -0.187, -0.291, -0.144, -0.061, 0.001, -0.007, -0.358, -0.232, -0.069, 0.015, -0.217, -0.282, -0.139, -0.071, -0.531, -0.087, -0.668, -0.561, -0.144, -0.065, -0.063, -0.163, 0.032, -0.180, -0.209, -0.171, -0.117, -0.116, -0.100, -0.423, -0.438, -0.199, 0.002, -0.003, 0.099, 0.083, 0.108, 0.121, 0.120, 0.110, 0.084, 0.120, 0.084, 0.115, 0.114, 0.108, -0.018, 0.109, 0.079, 0.069, 0.074, 0.092, 0.109, 0.063, 0.070, 0.114, 0.096, -0.027, 0.108, 0.060, 0.117, 0.108, 0.123, 0.061, 0.113, 0.079, 0.084, 0.110, 0.087, 0.117, 0.110, 0.112, 0.030, 0.121, 0.137, 0.092, 0.093, 0.096, 0.089, 0.105, 0.098, 0.104, 0.109, 0.065, 0.121, 0.091, 0.077, 0.125, 0.116, 0.105, 0.022, 0.105]
}

***

{
  "formula": "C4H2Br2O",
  "method": "wB97M-V/def2-TZVPD",
  "gap_ev": [7.3, 7.4],
  "homo_ha": [-0.3292, -0.3307],
  "spin_multiplicity": 1,
  "symbols": ["Br", "Br", "O", "C", "C", "C", "C", "H", "H"],
  "positions_angstrom": [[1.2362, 1.0544, 2.4041], [1.3582, -0.6435, -2.9308], [-0.2647, 1.5057, -2.6666], [0.3030, 0.6344, -2.1447], [-0.3320, -0.0907, 0.0614], [-0.4173, 0.2437, 1.4941], [-0.3256, -1.1511, 0.7881], [-1.1823, 0.6412, 1.9735], [-0.3755, -2.1940, 1.0209]],
  "nbo_charge": [-0.124, 0.145, -0.454, 0.479, -0.017, -0.214, -0.250, 0.186, 0.249]
}

***

{
  "formula": "C5H11NP",
  "method": "wB97M-V/def2-TZVPD",
  "gap_ev": [5.7, 7.0],
  "homo_ha": [-0.3757, -0.4876],
  "spin_multiplicity": 3,
  "s2": 2.01,
  "charge": 1,
  "symbols": ["P", "N", "C", "C", "C", "C", "C", "H", "H", "H", "H", "H", "H", "H", "H", "H", "H", "H"],
  "positions_angstrom": [[3.1250, -0.1347, -0.2154], [-1.2465, -0.2432, 0.2839], [-0.5987, 1.8681, -0.6055], [-1.5460, -1.4693, 0.9012], [-1.4395, -1.2823, -0.5713], [1.6849, -0.1412, 0.5621], [-0.6277, 0.9337, 0.5108], [1.4865, -0.9698, 1.2501], [0.4057, 2.4310, -0.5837], [-0.5732, 1.2134, 1.5123], [-0.5674, -1.7576, -1.0568], [-0.8798, -2.0486, 1.6221], [-0.8234, 1.5113, -1.6132], [3.3145, 1.0729, -0.8650], [-2.0944, -1.2730, -1.4356], [-2.4399, -1.5024, 1.4092], [-1.3514, 2.7188, -0.4761], [4.1712, -0.9271, -0.6291]],
  "nbo_charge": [0.397, -0.261, -0.719, -0.218, -0.238, -0.635, 0.303, 0.192, 0.272, 0.236, 0.244, 0.248, 0.261, 0.026, 0.259, 0.233, 0.290, 0.109]
}

***

{
  "formula": "C19H44Cl12INO2Si2",
  "method": "wB97M-V/def2-TZVPD",
  "gap_ev": 9.4,
  "homo_ha": -0.3281,
  "spin_multiplicity": 1,
  "symbols": ["I", "Cl", "Cl", "Cl", "Cl", "Cl", "Cl", "Cl", "Cl", "Cl", "Cl", "Cl", "Cl", "Si", "Si", "O", "O", "N", "C", "C", "C", "C", "C", "C", "C", "C", "C", "C", "C", "C", "C", "C", "C", "C", "C", "C", "C", "H", "H", "H", "H", "H", "H", "H", "H", "H", "H", "H", "H", "H", "H", "H", "H", "H", "H", "H", "H", "H", "H", "H", "H", "H", "H", "H", "H", "H", "H", "H", "H", "H", "H", "H", "H", "H", "H", "H", "H", "H", "H", "H", "H"],
  "positions_angstrom": [[-2.7949, 1.0518, -0.7473], [2.3120, -3.9199, -0.1358], [-6.4235, 4.8964, -3.3308], [-8.6060, 5.6517, -0.8228], [5.1836, 2.7224, -1.8551], [7.1762, 1.4378, 0.5998], [4.0697, -1.2025, 1.0448], [4.1430, -6.4592, 3.2950], [4.4050, -3.2251, 4.3023], [3.2350, 0.0972, -7.3787], [-1.3836, 5.2167, -0.6198], [2.8033, 1.4496, -4.2784], [1.5494, 4.2280, 0.8008], [-5.1418, -1.6241, 1.2498], [-5.2217, 0.6431, -0.4034], [-5.5423, -1.0376, -0.3131], [-0.2548, 0.2543, 0.9911], [-6.0743, 1.3255, -1.8122], [-0.5002, 1.9693, 2.7670], [-0.4763, 0.4405, 2.3759], [5.7491, 2.4839, 0.8139], [0.4245, -0.9603, 0.6880], [-1.6576, -2.4305, 0.9319], [-0.4915, -2.0150, -0.0291], [4.0862, -3.7195, -0.0444], [-4.0742, -3.1875, 1.2152], [4.5309, -2.9195, 1.1601], [0.7752, 3.5465, -0.6546], [-7.9936, 4.1147, -3.0022], [4.8861, -5.8669, 4.8023], [0.0552, 4.5994, -1.4679], [-9.0133, 5.0918, -2.4641], [4.0740, 0.3087, -4.7819], [-2.8679, -3.0856, 0.1701], [4.5090, 0.5333, -6.2116], [4.6833, 2.2136, -0.2218], [4.1734, -4.6506, 5.3455], [1.5683, 3.0959, -1.2529], [-3.5877, -3.2498, 2.2218], [-0.2516, 2.0248, 3.8458], [-4.2951, -0.5687, 1.8655], [5.6180, -2.9467, 1.2372], [-0.2898, 4.1662, -2.4065], [-9.1065, 5.9660, -3.1061], [1.2040, -0.6982, -0.0660], [3.7825, 2.7753, 0.0185], [4.1117, -3.3189, 2.0865], [-5.7194, 0.7979, -2.6110], [-2.6456, -4.1136, -0.1726], [4.4256, 1.1563, -0.2632], [3.1036, -4.8247, 5.4454], [6.0817, 3.5198, 0.7830], [-7.8236, 3.2924, -2.3096], [0.7023, 5.4437, -1.6989], [0.1650, -2.8955, -0.2356], [5.3723, -0.0926, -6.4363], [0.9657, -1.4170, 1.5389], [3.6989, -0.7022, -4.6325], [5.3538, 2.2807, 1.8089], [0.1597, 2.5814, 2.1277], [-4.6557, -4.1262, 1.1053], [4.5714, -4.3957, 6.3274], [4.7844, 1.5718, -6.3861], [0.0969, 2.7556, -0.3359], [4.4196, -3.2607, -0.9739], [4.5080, -4.7230, 0.0120], [-9.9878, 4.6081, -2.4012], [-1.4693, 0.0387, 2.6986], [0.2725, -0.0717, 3.0238], [-8.3433, 3.6981, -3.9464], [4.9196, 0.4624, -4.1106], [-2.0635, -1.4835, 1.3549], [5.9357, -5.6583, 4.6026], [-6.3156, -1.7374, 2.1379], [-5.7279, 1.3000, 0.8134], [4.8305, -6.6801, 5.5255], [-0.8477, -1.6229, -1.0042], [-1.5561, 2.3082, 2.6822], [-3.1941, -2.4201, -0.6568], [-1.2617, -3.1116, 1.7114], [-5.8164, 2.3033, -1.9469]],
  "lowdin_charge": [0.591, 0.612, 0.539, 0.537, 0.538, 0.528, 0.593, 0.549, 0.624, 0.534, 0.532, 0.516, 0.583, 0.519, 0.000, -0.448, -0.279, -0.127, -0.066, -0.286, -0.657, -0.252, -0.215, -0.198, -0.630, -0.305, -0.688, -0.635, -0.667, -0.657, -0.654, -0.666, -0.668, -0.237, -0.666, -0.669, -0.633, 0.064, 0.072, 0.075, -0.034, 0.078, 0.074, 0.067, 0.104, 0.018, -0.052, 0.023, 0.106, 0.014, 0.072, 0.069, 0.039, 0.069, 0.019, 0.071, 0.101, 0.068, 0.073, 0.003, 0.066, 0.074, 0.068, 0.032, 0.068, 0.069, 0.072, 0.104, 0.116, 0.074, 0.055, 0.061, 0.070, -0.029, -0.016, 0.073, 0.093, 0.071, 0.081, 0.123, -0.012]
}

***

Strongest force on any atom, record by record: 3.8; 1.1; 5.9; 5.6; 2.2 eV/A